Entry 1:
17
Properties=species:S:1:pos:R:3 method="wB97M-V/def2-TZVPD" total_charge=+2 de_lowest_ev=0.3768 homo_lumo_gap_ev="13.220 / 6.676" multiplicity=2
O 0.526 -0.702 -1.630
N -0.735 -0.095 2.068
C 1.882 -0.728 -1.376
C -1.208 0.164 0.604
C -0.582 1.429 0.116
H -1.143 2.324 0.394
H -0.746 0.832 2.507
H 1.938 -1.192 -0.355
H 0.250 -0.357 2.071
H -1.335 -0.757 2.564
H 2.482 -1.361 -2.052
H 2.293 0.281 -1.436
H -0.927 -0.774 0.142
H -2.294 0.184 0.669
H 0.091 -1.516 -1.995
H 0.400 1.685 0.502
H -0.467 1.422 -0.966

Entry 2:
66
Properties=species:S:1:pos:R:3 method="wB97M-V/def2-TZVPD" smiles="O=C(CCc1nnc2ccc(NCc3ccccc3)nn12)NC[C@@H]1CCN(C2CCCC2)C1" total_charge=0 homo_lumo_gap_ev=8.238
O 3.853 -0.091 2.228
N 0.464 -2.618 -0.833
N -3.078 2.466 0.123
N 0.288 2.241 -0.746
N 3.810 0.031 -0.031
N 2.329 1.990 -1.441
N -0.797 2.373 0.017
N 1.550 1.890 -2.515
C -2.670 0.966 2.018
C -3.029 2.363 1.571
C -2.912 -2.837 -2.192
C -1.726 -3.538 -1.507
C 0.967 -3.807 -0.165
C -0.935 2.040 -2.792
C 3.818 -1.400 -0.257
C -1.947 2.329 -0.613
C 3.753 0.559 1.205
C -1.465 -1.137 -1.322
C -3.587 -0.070 1.887
C -1.978 -1.630 2.739
C -1.057 -0.605 2.870
C -2.932 -1.419 -1.618
C 2.543 -2.077 0.254
C -2.052 2.188 -2.041
C 1.251 -1.489 -0.342
C -0.968 -2.452 -0.717
C 2.468 -3.562 -0.109
C 1.591 2.202 -0.372
C -1.404 0.686 2.514
C 3.540 2.069 1.213
C 0.305 2.043 -2.118
C -3.245 -1.360 2.250
C 2.055 2.396 1.025
H -4.579 0.137 1.507
H -3.932 2.170 -0.324
H -3.035 2.196 -2.486
H -3.499 -1.396 -0.686
H -2.060 -4.337 -0.847
H -2.749 -2.793 -3.269
H -4.008 2.655 1.955
H 0.703 -4.700 -0.734
H 2.901 -3.728 -1.096
H 1.448 1.769 1.683
H -1.334 -0.299 -0.639
H -3.367 -0.698 -2.309
H 4.123 2.539 0.422
H -1.281 -2.482 0.346
H -0.920 -0.937 -2.245
H 4.676 -1.831 0.270
H 2.973 -4.199 0.613
H 3.579 0.640 -0.810
H -0.692 1.490 2.620
H 1.868 3.438 1.304
H 3.934 -1.568 -1.329
H -3.967 -2.157 2.150
H -0.953 1.919 -3.863
H 0.706 -0.914 0.421
H 1.466 -0.823 -1.184
H -0.066 -0.810 3.250
H 2.525 -1.963 1.341
H -1.055 -3.968 -2.248
H -2.274 3.069 1.923
H 0.555 -3.908 0.855
H -1.711 -2.638 3.022
H -3.852 -3.358 -2.017
H 3.866 2.447 2.183

Entry 3:
83
Properties=species:S:1:pos:R:3 method="wB97M-V/def2-TZVPD" total_charge=-1 homo_lumo_gap_ev=6.428
O 3.807 -2.392 -2.576
O 1.558 9.504 -4.061
O 1.808 -7.218 -0.538
O -2.911 1.965 8.058
O -2.178 0.716 -4.229
O -3.080 4.670 -3.510
O 2.075 -5.949 1.293
O 0.340 9.003 -2.226
O 5.550 -2.204 -3.977
O -3.773 0.441 6.632
O -0.631 -3.173 3.581
O -0.566 0.161 -5.721
O 3.345 -5.563 -0.530
O -3.285 4.949 -1.352
O 2.736 -0.094 -1.254
O -2.440 -2.139 2.684
O -0.380 -0.466 -3.576
O 3.498 -1.545 -4.650
O 1.212 -1.771 -1.259
O -2.148 -2.152 4.908
O 0.076 7.801 -4.100
O -2.907 1.035 -1.918
O 1.474 -0.502 0.574
O -1.581 0.397 7.162
N 0.839 3.959 -1.450
N -2.973 2.616 1.180
C -1.666 2.049 8.743
C -1.633 3.170 -2.196
C 1.889 -0.729 -0.699
C 1.050 -7.834 0.499
C -0.244 3.771 -1.770
C 0.904 -6.729 1.508
C -1.139 0.188 -4.487
C -0.643 7.112 -3.070
C 0.466 -2.397 -0.220
C -3.222 -1.247 4.645
C -2.593 2.371 0.129
C -0.803 8.171 -2.019
C 0.735 8.831 -3.515
C -2.042 1.967 -1.267
C 4.215 -2.004 -3.812
C -2.844 0.892 7.227
C 6.088 -2.540 -2.702
C 4.894 -3.083 -1.971
C -3.646 -1.632 3.260
C 2.492 -6.185 0.021
C 0.312 -1.299 0.789
C -1.645 -2.546 3.714
C 0.757 -0.361 -5.560
C 0.647 -1.150 -4.289
C -2.737 4.319 -2.328
C -0.726 1.329 7.817
H -1.599 6.742 -3.440
H -0.285 1.992 7.068
H -0.044 6.265 -2.729
H -0.575 -0.686 0.608
H -1.706 8.769 -2.161
H 0.866 -7.099 2.532
H 6.489 -1.636 -2.237
H 1.460 0.471 -5.477
H 4.759 -4.156 -2.126
H 1.040 -0.977 -6.413
H 1.572 -1.155 -3.725
H -0.807 7.759 -1.011
H 0.090 -8.187 0.123
H 1.039 -3.245 0.167
H 0.328 -2.182 -4.460
H -4.398 -2.425 3.256
H -4.017 -1.366 5.373
H 0.279 -1.674 1.810
H -3.260 1.444 -2.727
H -1.761 1.552 9.713
H -0.492 -2.759 -0.594
H -1.380 3.087 8.905
H -2.844 -0.228 4.697
H -1.502 2.746 -3.231
H -1.093 1.384 -1.067
H 0.075 0.815 8.349
H 1.613 -8.687 0.889
H 6.889 -3.273 -2.798
H -4.023 -0.784 2.688
H 0.025 -6.106 1.325
H 4.933 -2.883 -0.901

Table of energy (hartree), in record order: -250.6928 -1430.9977 -2924.7259